A molecular structure, C33H54AsIrN6O4S in a non-equilibrium geometry. Source: OMol25; level of theory: ωB97M-V with the def2-TZVPD basis set.

The calculation puts the HOMO-LUMO gap (alpha / beta) at 6.75 / 6.62 eV. The strongest force on any atom comes out at 4.0 eV/Å. The expectation value of S² is 0.755. Its energy above the lowest of the compared OMol25 structures with the same formula, charge and spin is 290.9 kJ/mol.

Geometry as ORCA input:
```
! wB97M-V def2-TZVPD RIJCOSX def2/J DEFGRID3
* xyz 1 2
Ir -0.19330 0.44970 0.29090
N 1.87080 1.17500 1.23240
C 1.79900 1.73740 2.58200
C 0.96860 3.01310 2.63810
C -0.56180 2.66980 2.55280
O -1.23400 2.91070 3.53250
O -0.95080 2.15260 1.46580
H 2.41130 0.31280 1.22590
H 2.30140 1.83550 0.59060
H 2.80780 1.95030 2.96590
H 1.34190 0.98480 3.23310
H 1.24010 3.69510 1.83120
H 1.12060 3.51500 3.59320
C -0.39520 -2.22650 -3.60340
C -1.39420 -2.89220 -2.64810
C -1.58290 -4.35250 -3.05890
C -2.73020 -2.15230 -2.73830
N -0.97420 -2.81130 -1.24430
H -0.81920 -2.18140 -4.60190
H 0.52400 -2.80130 -3.65280
H -0.16450 -1.21500 -3.27380
H -2.10060 -4.40550 -4.01230
H -2.17210 -4.89130 -2.32180
H -0.62320 -4.84960 -3.17880
H -3.05480 -2.09420 -3.77280
H -2.63160 -1.13720 -2.35950
H -3.49450 -2.67000 -2.16690
C -3.22580 -1.95210 1.00190
As -1.65150 -1.06640 1.75280
C -2.53160 -0.14890 3.22530
C -0.61480 -2.39880 2.84370
C -1.45830 -3.35000 3.62400
C -2.18370 -4.34770 2.97680
C -2.95830 -5.23470 3.70150
C -2.99520 -5.15980 5.08490
C -2.25630 -4.18820 5.73760
C -1.50130 -3.28250 5.01360
H -3.74570 -2.51200 1.77890
H -2.96660 -2.60970 0.17700
H -3.88880 -1.16920 0.62930
H -3.14930 -0.86890 3.76700
H -3.15840 0.66110 2.85690
H -1.80320 0.28600 3.90730
H -0.01480 -1.78050 3.52220
H 0.07460 -2.93720 2.19040
H -2.12290 -4.42630 1.89800
H -3.53720 -5.98610 3.18800
H -3.59230 -5.85770 5.65120
H -2.27180 -4.13040 6.81460
H -0.91900 -2.53070 5.52990
C -0.23840 4.75870 -0.49290
C 0.02890 5.23780 -1.91150
C 0.14520 4.07020 -2.89700
N -1.08860 3.34250 -3.06360
C -1.40860 2.29740 -2.23690
S -0.14250 1.04340 -2.03260
N -2.68190 1.77900 -2.20200
C -3.84390 2.12830 -2.87500
O -4.91870 1.88490 -2.33890
C -3.72190 2.73120 -4.21620
C -2.71740 2.35650 -5.11370
C -2.67910 2.91440 -6.37770
C -3.63380 3.84140 -6.76690
C -4.64220 4.20480 -5.88610
C -4.69550 3.64530 -4.62440
H -0.24970 5.59200 0.20500
H 0.54040 4.05980 -0.19470
H -1.19540 4.24660 -0.42370
H 0.96290 5.80000 -1.94890
H -0.77110 5.90060 -2.24510
H 0.90440 3.36080 -2.55840
H 0.43500 4.45440 -3.87820
H -1.87260 3.90630 -3.36540
H -2.86880 1.22560 -1.36510
H -1.97690 1.62230 -4.83370
H -1.89410 2.62090 -7.05870
H -3.59910 4.26770 -7.75810
H -5.39450 4.92110 -6.17960
H -5.48210 3.90940 -3.93410
C 0.12460 -3.58670 -0.75890
N 1.42510 -3.29780 -1.37010
C 2.14450 -4.39100 -1.99720
C 3.16600 -3.89580 -3.00970
C 3.95150 -2.76260 -2.36920
N 3.04750 -1.73300 -1.89810
C 3.48550 -0.36120 -1.97780
C 1.94410 -2.06000 -1.18500
O 1.41320 -1.25230 -0.39620
H 0.20380 -3.37330 0.31300
H -0.07730 -4.65200 -0.88890
H -0.84080 -1.82830 -0.99390
H 1.41850 -5.04310 -2.48780
H 2.64010 -4.97290 -1.20860
H 2.67050 -3.54240 -3.91540
H 3.83180 -4.71660 -3.27390
H 4.65080 -2.32350 -3.08000
H 4.52870 -3.15260 -1.52250
H 4.32580 -0.16480 -1.30730
H 2.64340 0.27960 -1.72360
H 3.80020 -0.15470 -3.00160
*
```

Löwdin population analysis, charges in e, atoms 1 to 99: 0.789, -0.060, -0.250, -0.096, -0.690, 0.062, -0.230, 0.078, 0.092, 0.119, 0.119, 0.093, 0.118, -0.033, -0.600, -0.028, -0.035, 0.000, 0.090, 0.060, 0.009, 0.092, 0.092, 0.064, 0.088, 0.058, 0.083, -0.265, 1.093, -0.265, -0.290, -0.317, -0.071, -0.074, -0.080, -0.073, -0.048, 0.033, -0.005, 0.037, 0.040, 0.040, 0.032, 0.074, 0.052, 0.106, 0.106, 0.105, 0.107, 0.114, -0.095, -0.217, -0.209, 0.027, -0.582, 0.623, 0.105, -0.387, 0.123, -0.170, -0.044, -0.060, -0.056, -0.055, -0.003, 0.090, 0.054, 0.069, 0.116, 0.112, 0.082, 0.130, 0.142, 0.135, 0.115, 0.111, 0.112, 0.113, 0.125, -0.162, -0.011, -0.144, -0.137, -0.141, -0.079, -0.027, -0.467, -0.123, 0.099, 0.132, 0.027, 0.112, 0.136, 0.114, 0.124, 0.128, 0.136, 0.099, 0.043

---

3 unconnected molecules or ions with the total composition CH7NO3. Source: OMol25; level of theory: ωB97M-V with the def2-TZVPD basis set.

The calculation puts the HOMO-LUMO gap at 11.13 eV. The strongest force on any atom comes out at 0.5 eV/Å. Its energy above the lowest of the compared OMol25 structures with the same formula, charge and spin is 0.3 kJ/mol. As for the SMILES: NC=O.O.O.

Geometry as ORCA input:
```
! wB97M-V def2-TZVPD RIJCOSX def2/J DEFGRID3
* xyz 0 1
N -2.06248 -1.56471 0.63941
C -1.36048 -0.40940 0.53111
O -0.99154 0.06545 -0.51920
H -2.40780 -1.85369 1.53448
H -2.45088 -1.93158 -0.21842
H -1.12521 0.06830 1.49376
O 2.36951 0.08616 0.81030
H 2.72984 0.77120 1.38115
H 1.91662 0.57536 0.10574
O 1.38454 1.32374 -1.64071
H 1.32652 2.11945 -2.17518
H 0.67134 0.74973 -1.94244
*
```

List of natural (NBO) charges in e, atom by atom: -0.818, 0.539, -0.634, 0.396, 0.402, 0.114, -0.964, 0.459, 0.496, -0.962, 0.476, 0.495

---

2 unconnected molecules or ions with the total composition C2H6N2O2 in a non-equilibrium geometry. Source: OMol25; level of theory: ωB97M-V with the def2-TZVPD basis set.

The calculation puts the HOMO-LUMO gap at 6.03 eV. The strongest force on any atom comes out at 5.4 eV/Å. Its energy above the lowest of the compared OMol25 structures with the same formula, charge and spin is 319.5 kJ/mol.

Geometry as ORCA input:
```
! wB97M-V def2-TZVPD RIJCOSX def2/J DEFGRID3
* xyz 0 1
N 0.58697 0.25089 1.78368
C 0.72192 -1.12294 1.62327
N 0.99539 -1.69256 0.42308
H 0.23790 0.72457 2.57847
H 0.12668 0.69622 0.91219
H 0.92361 -1.86212 2.46454
H 1.98394 -1.83642 0.18887
H 0.51820 -1.40135 -0.34145
O 0.28417 0.79745 -1.40015
C -0.95313 0.84232 -1.69463
O -1.83241 1.06685 -0.86340
H -1.09371 0.54011 -2.71334
*
```

List of natural (NBO) charges in e, atom by atom: -0.678, 0.453, -0.804, 0.417, 0.483, 0.211, 0.434, 0.433, -0.859, 0.608, -0.754, 0.056

---

Question: Among the records above, which one has the lowest strongest force on any atom?
Answer: CH7NO3